No. 1
The following is a quantum chemistry calculation of a cluster of 2 separate species, C3H4NP in total, from the Open Molecules 2025 dataset.

Geometry as XYZ:
```
9
Properties=species:S:1:pos:R:3
P 1.61780 0.17357 -0.13712
N -0.81524 -1.05566 -0.09908
C -1.07110 0.26940 -0.25971
C 0.43072 -1.33087 0.05566
C 0.02031 1.02570 -0.34446
H 1.41816 0.28276 1.36857
H -0.46167 2.52705 -0.34946
H 0.92145 -2.40003 0.03310
H -2.06043 0.50807 -0.26750
```

## Properties
- Kohn-Sham gap: 9.665 eV
- Net charge: 0
- 2S+1: 1
- LUMO: 0.2 eV
- Highest occupied orbital energy: -9.51 eV
- ΔE to the lowest compared entry with this formula, charge and spin: 275.3 kJ/mol
- DFT total energy: -512.67104 Eh

Mulliken population analysis, charges in e, atoms 1 to 5: atom 1 (P): -0.11, atom 2 (N): -0.50, atom 3 (C): -0.26, atom 4 (C): -0.06, atom 5 (C): -0.19

=====

No. 2
The following is a quantum chemistry calculation of a structure of composition C3H5N5, from the Open Molecules 2025 dataset.

Geometry as XYZ:
```
13
Properties=species:S:1:pos:R:3
N -0.74373 -1.66342 0.83747
N -0.36222 0.36612 -0.37809
N 1.53269 1.51483 -0.53554
N 0.75924 1.79607 -1.50055
N 1.30945 -0.08858 1.28697
C -0.29076 1.13509 -1.52596
C 1.01975 0.50135 0.10812
C -1.08356 -0.68454 0.08491
H -1.04566 0.94909 -2.42029
H 0.84486 -1.29101 1.26785
H -2.40031 -0.54558 -0.23063
H 2.08269 0.33404 1.90294
H -1.62243 -2.32347 1.10281
```

## Properties
- Kohn-Sham gap: 8.986 eV
- Net charge: 0
- 2S+1: 1
- LUMO: 0.5 eV
- Highest occupied orbital energy: -8.47 eV
- ΔE to the lowest compared entry with this formula, charge and spin: 417.1 kJ/mol
- DFT total energy: -390.95955 Eh

Mulliken population analysis, charges in e, atoms 1 to 5: atom 1 (N): -0.56, atom 2 (N): 0.05, atom 3 (N): -0.57, atom 4 (N): -0.29, atom 5 (N): -0.50